DFT (the ωB97M-V functional and the def2-TZVPD basis) results for a molecular structure, C42H41Cl5N4OPdTe in a non-equilibrium geometry.

CARTESIAN COORDINATES (ANGSTROEM)
Pd (-0.38, -2.26, -0.07)
C (3.86, -2.68, -0.66)
C (4.40, -1.92, 0.36)
C (3.57, -1.42, 1.34)
C (2.21, -1.69, 1.27)
N (1.69, -2.45, 0.29)
C (2.50, -2.92, -0.66)
C (1.24, -1.14, 2.25)
C (1.56, -0.93, 3.58)
C (0.58, -0.41, 4.42)
C (-0.68, -0.13, 3.91)
C (-0.91, -0.39, 2.57)
N (0.02, -0.87, 1.75)
H (4.47, -3.08, -1.46)
H (5.46, -1.71, 0.38)
H (3.95, -0.80, 2.14)
H (2.02, -3.52, -1.42)
H (2.53, -1.19, 3.96)
H (0.80, -0.24, 5.46)
H (-1.46, 0.28, 4.52)
H (-1.89, -0.20, 2.13)
Cl (-2.71, -0.59, -2.33)
C (-3.23, -1.62, -1.04)
C (-2.32, -2.19, -0.15)
C (-2.89, -3.01, 0.84)
Cl (-1.83, -3.73, 2.04)
C (-4.24, -3.30, 0.94)
Cl (-4.83, -4.35, 2.16)
C (-5.12, -2.71, 0.03)
Cl (-6.81, -3.01, 0.15)
C (-4.61, -1.86, -0.94)
Cl (-5.70, -1.10, -2.03)
C (0.82, -1.15, -3.88)
C (0.26, -0.15, -2.89)
O (-0.24, 0.90, -3.27)
N (0.45, -0.58, -1.60)
Te (-0.40, 1.27, -0.68)
C (-0.81, 2.26, 1.17)
C (-2.19, 2.44, 1.36)
C (-3.28, 1.81, 0.53)
C (-2.56, 3.30, 2.40)
C (-1.63, 3.92, 3.23)
C (-2.07, 4.85, 4.32)
C (-0.28, 3.63, 3.04)
C (0.15, 2.79, 2.03)
C (1.61, 2.46, 1.93)
C (0.97, 2.71, -1.36)
C (0.40, 3.90, -1.83)
C (-1.08, 4.15, -1.94)
C (1.27, 4.90, -2.25)
C (2.65, 4.74, -2.24)
C (3.56, 5.84, -2.72)
C (3.16, 3.53, -1.80)
C (2.34, 2.50, -1.35)
C (3.02, 1.25, -0.85)
H (0.10, -1.25, -4.70)
H (1.03, -2.12, -3.45)
H (1.74, -0.72, -4.29)
H (-3.10, 0.76, 0.31)
H (-3.39, 2.31, -0.44)
H (-4.23, 1.88, 1.05)
H (-3.62, 3.47, 2.57)
H (-3.16, 4.93, 4.36)
H (-1.67, 5.85, 4.15)
H (-1.72, 4.51, 5.29)
H (0.45, 4.07, 3.70)
H (2.04, 2.36, 2.92)
H (2.16, 3.24, 1.40)
H (1.78, 1.52, 1.40)
H (-1.65, 3.24, -2.11)
H (-1.28, 4.81, -2.79)
H (-1.46, 4.63, -1.04)
H (0.84, 5.83, -2.61)
H (3.01, 6.73, -2.99)
H (4.13, 5.52, -3.60)
H (4.28, 6.11, -1.95)
H (4.23, 3.38, -1.80)
H (3.73, 1.50, -0.05)
H (3.59, 0.77, -1.65)
H (2.33, 0.50, -0.47)
C (0.67, -5.53, 0.90)
C (0.01, -5.46, -0.43)
C (-0.30, -6.61, -1.25)
C (-0.93, -6.13, -2.35)
C (-0.98, -4.69, -2.19)
C (-1.56, -3.74, -3.16)
N (-0.41, -4.32, -1.02)
H (0.05, -6.11, 1.58)
H (0.82, -4.54, 1.33)
H (1.62, -6.05, 0.82)
H (-0.06, -7.63, -1.01)
H (-1.30, -6.67, -3.20)
H (-1.16, -3.93, -4.16)
H (-1.34, -2.71, -2.88)
H (-2.64, -3.87, -3.23)

- multiplicity = 2
- calculated total energy (eV) = -125605.3110
- gap between HOMO and LUMO (spin up / spin down) (eV) = 7.14 / 6.30
- lowest unoccupied orbital energy (spin up / spin down) (eV) = -3.275 / -4.107
- expectation value of S² = 0.761
- charge = +1
- relative energy (zero: lowest compared OMol25 entry of this formula, charge and spin) (eV) = 3.514
- HOMO (spin up / spin down) (eV) = -10.4 / -10.4


DFT (the ωB97M-V functional and the def2-TZVPD basis) results for 9 unconnected molecules or ions with the total composition C15H48N2O16 in a non-equilibrium geometry.

CARTESIAN COORDINATES (ANGSTROEM)
C (5.51, 0.32, -0.12)
C (4.84, -0.86, 0.52)
O (3.46, -0.57, 0.68)
O (5.48, 1.39, 0.82)
H (4.98, 0.60, -1.02)
H (6.54, 0.03, -0.35)
H (5.34, -1.11, 1.46)
H (4.96, -1.74, -0.14)
H (3.02, -1.37, 1.00)
H (5.71, 2.19, 0.33)
C (1.88, 0.84, 5.36)
C (2.16, 1.73, 4.18)
O (1.38, 2.92, 4.23)
O (2.47, 1.37, 6.53)
H (2.23, -0.17, 5.13)
H (0.80, 0.76, 5.48)
H (2.00, 1.20, 3.24)
H (3.21, 2.03, 4.22)
H (1.84, 3.56, 4.78)
H (3.14, 0.77, 6.87)
C (-3.37, 1.62, -3.21)
C (-3.62, 2.93, -3.91)
O (-2.82, 3.99, -3.41)
O (-2.03, 1.24, -3.46)
H (-4.12, 0.91, -3.59)
H (-3.50, 1.71, -2.13)
H (-4.66, 3.23, -3.78)
H (-3.45, 2.77, -4.98)
H (-1.93, 3.91, -3.76)
H (-1.68, 0.87, -2.65)
C (1.11, -3.67, -3.14)
C (-0.31, -3.26, -3.41)
O (-0.40, -1.88, -3.70)
O (1.89, -3.61, -4.30)
H (1.10, -4.65, -2.65)
H (1.50, -2.98, -2.37)
H (-0.83, -3.41, -2.45)
H (-0.75, -3.93, -4.14)
H (-1.18, -1.67, -4.23)
H (2.73, -4.06, -4.17)
C (-1.37, 3.94, 0.32)
C (-1.82, 4.98, 1.30)
O (-3.04, 5.60, 0.88)
O (-0.97, 4.48, -0.93)
H (-2.12, 3.16, 0.21)
H (-0.49, 3.42, 0.72)
H (-1.05, 5.76, 1.40)
H (-1.99, 4.54, 2.28)
H (-2.83, 6.23, 0.19)
H (-1.77, 4.69, -1.41)
C (-0.25, -3.47, 1.82)
C (0.67, -2.40, 1.31)
O (1.99, -2.94, 1.08)
O (-0.43, -4.40, 0.75)
H (-1.21, -3.05, 2.13)
H (0.23, -3.94, 2.70)
H (0.71, -1.57, 2.00)
H (0.27, -2.07, 0.34)
H (1.83, -3.75, 0.58)
H (-1.26, -4.87, 0.88)
C (-3.74, -2.89, -1.57)
C (-2.84, -2.03, -0.73)
O (-3.59, -1.20, 0.15)
O (-4.13, -4.12, -0.94)
H (-3.19, -3.24, -2.44)
H (-4.60, -2.31, -1.93)
H (-2.32, -1.38, -1.46)
H (-2.05, -2.62, -0.25)
H (-2.99, -0.54, 0.51)
H (-4.88, -3.95, -0.37)
C (0.37, 0.35, -0.62)
O (-0.71, 0.77, -1.02)
N (1.17, -0.49, -1.35)
N (0.90, 0.74, 0.57)
H (0.86, -0.93, -2.19)
H (2.02, -0.79, -0.90)
H (0.45, 1.53, 1.02)
H (1.88, 0.60, 0.79)
O (-1.05, 1.51, 3.19)
H (-0.26, 2.00, 3.47)
H (-1.07, 0.73, 3.76)

- multiplicity = 1
- calculated total energy (eV) = -52071.8196
- gap between HOMO and LUMO (eV) = 9.60
- structure (SMILES) = NC(N)=O.OCCO.OCCO.OCCO.OCCO.OCCO.OCCO.OCCO.O
- lowest unoccupied orbital energy (eV) = 0.217
- relative energy (zero: lowest compared OMol25 entry of this formula, charge and spin) (eV) = 0.000
- HOMO (eV) = -9.4


DFT (the ωB97M-V functional and the def2-TZVPD basis) results for C2H2ClNO in the gas phase in a non-equilibrium geometry.

CARTESIAN COORDINATES (ANGSTROEM)
C (-0.81, 0.08, -0.56)
C (0.39, 0.47, 0.31)
N (0.22, -0.76, -0.45)
O (-1.75, 0.42, -1.19)
Cl (0.15, 0.47, 2.21)
H (1.42, 1.07, 0.30)
H (0.39, -1.74, -0.62)

- multiplicity = 1
- calculated total energy (eV) = -18164.0730
- gap between HOMO and LUMO (eV) = 10.93
- structure (SMILES) = O=C1N[C@@H]1Cl
- lowest unoccupied orbital energy (eV) = 0.666
- relative energy (zero: lowest compared OMol25 entry of this formula, charge and spin) (eV) = 1.301
- HOMO (eV) = -10.3


DFT (the ωB97M-V functional and the def2-TZVPD basis) results for HNO2S2 in the gas phase in a non-equilibrium geometry.

CARTESIAN COORDINATES (ANGSTROEM)
N (-0.25, 1.00, -0.25)
O (-0.91, -1.22, -0.11)
O (-0.53, 2.12, -0.27)
S (0.91, -1.46, -0.32)
S (1.40, 0.65, 0.08)
H (-0.62, -1.10, 0.86)

- multiplicity = 1
- calculated total energy (eV) = -27267.0463
- gap between HOMO and LUMO (eV) = 8.45
- structure (SMILES) = O=NSSO
- lowest unoccupied orbital energy (eV) = -0.661
- relative energy (zero: lowest compared OMol25 entry of this formula, charge and spin) (eV) = 2.269
- HOMO (eV) = -9.1


> Which of these has the highest multiplicity?

C42H41Cl5N4OPdTe


> What is the calculated total energy in the third record?

-18164.0730 eV